C6H6O2S2 in the gas phase, computed with wB97M-V/def2-TZVPD.

Computed properties:
F_max ... 3.76 eV/A
Kohn-Sham gap ... 7.87 eV
Energy above the lowest of the compared OMol25 structures with the same formula, charge and spin ... 347.27 kJ/mol

ORCA input file:
```
! wB97M-V def2-TZVPD RIJCOSX def2/J DEFGRID3
* xyz 0 1
S -2.2994 0.3425 -2.7825
S -0.7396 -0.9752 0.9373
O -1.2593 0.0044 2.1261
O 0.4142 -0.4716 -2.8574
C 1.6016 0.3616 1.8538
C 0.0470 -0.2450 -1.6978
C 0.9935 0.1997 -0.7064
C -1.3811 -0.2093 -1.3326
C 0.8620 0.0361 0.6171
C -1.9593 -0.6917 -0.2375
H -1.3090 -0.2551 -3.5636
H 2.6956 0.6886 1.6477
H -2.1783 -0.0054 2.0343
H 1.9886 0.6241 -0.9859
H 1.4061 -0.5153 2.4711
H 1.1175 1.1120 2.4763
*
```

For reference, the Löwdin charges in units of e are:
1. S 0.7668
2. S 1.0693
3. O -0.3048
4. O 0.0221
5. C -0.0851
6. C -0.4757
7. C -0.0247
8. C -0.7124
9. C -0.3322
10. C -0.2912
11. H -0.0829
12. H 0.1293
13. H 0.0164
14. H 0.1495
15. H 0.0737
16. H 0.0818



A gas-phase ion, C4H10N5O5S (charge +1), computed with wB97M-V/def2-TZVPD.

Computed properties:
F_max ... 4.14 eV/A
Kohn-Sham gap ... 8.24 eV

ORCA input file:
```
! wB97M-V def2-TZVPD RIJCOSX def2/J DEFGRID3
* xyz 1 1
S 1.6509 -2.2288 -1.7570
O 2.7173 -3.1265 -1.1210
O 0.3381 -2.4600 -0.6414
O 1.8649 -0.8493 -1.8159
O 1.8024 -1.3152 0.9252
O 1.0822 -2.8583 -2.9053
N -0.1239 -1.2082 -0.3596
N -1.0094 2.8712 -0.3629
N -0.9737 0.7729 -1.2997
N 0.1810 -0.5561 3.1173
N -1.2528 -1.3060 -2.3401
C 0.6675 -0.5802 0.7945
C -0.8005 1.5656 -0.1566
C -0.7343 -0.5628 -1.3496
C -0.3504 -0.4965 1.9635
H 1.1106 -0.4819 3.4560
H -0.8466 3.4116 -1.1796
H -0.4794 -0.4453 3.9585
H 3.0430 -3.7655 -1.8174
H -0.9894 3.4890 0.5307
H -1.1988 1.2091 -2.1634
H -0.9744 -2.2363 -2.5813
H -1.8884 -0.9259 -3.0419
H 1.0722 0.3618 0.5392
H 1.5567 -2.0082 1.5648
*
```

For reference, the Löwdin charges in units of e are:
1. S 0.6346
2. O -0.0740
3. O -0.1141
4. O -0.1658
5. O 0.0078
6. O -0.2346
7. N -0.0510
8. N 0.0828
9. N 0.1174
10. N 0.0741
11. N 0.2425
12. C -0.3742
13. C -0.0936
14. C -0.3245
15. C -0.0449
16. H 0.1069
17. H 0.0891
18. H 0.1542
19. H 0.1655
20. H 0.1566
21. H 0.1439
22. H 0.1045
23. H 0.1520
24. H 0.1166
25. H 0.1282



3 unconnected molecules or ions with the total composition C18H15ClO9S, computed with wB97M-V/def2-TZVPD.

Computed properties:
F_max ... 2.05 eV/A
Kohn-Sham gap ... 8.52 eV
SMILES string ... O=C(Cl)Cc1ccc2c(c1)C(=O)C(S)=CC2=O.O=C1OCCO1.O=C1OCCO1

ORCA input file:
```
! wB97M-V def2-TZVPD RIJCOSX def2/J DEFGRID3
* xyz 0 1
Cl 4.2872 -3.1249 1.8987
S -3.2336 -3.3737 -0.2691
O -7.5738 3.5793 -3.6517
O -1.0934 -1.8956 1.4553
O -5.4048 3.0125 -3.4289
O 4.0928 2.1661 3.6887
O -1.8291 1.0371 -2.3481
O 4.8636 1.3700 1.7269
O 3.5289 -3.7540 -0.4950
O 4.0755 -0.0326 3.2972
O -6.8771 2.4065 -1.8582
C -2.4456 -1.1863 -1.7050
C -6.7040 3.0529 -3.0417
C 3.3353 1.5779 4.7501
C 3.8521 -2.8253 0.1853
C -5.6632 1.7158 -1.5547
C 0.9915 0.1215 -2.2458
C -1.0524 -1.6851 0.2651
C 2.4833 -1.0103 -0.7467
C -4.6354 2.4992 -2.3356
C 2.2453 -0.2251 -1.8321
C 4.3909 1.1875 2.8015
C 3.8923 -1.3856 -0.3361
C 3.7491 0.1262 4.6799
C -0.0715 -0.3582 -1.5401
C -1.4902 -0.0491 -1.9263
C 1.4105 -1.4899 -0.0285
C -2.2236 -1.9601 -0.6594
C 0.1628 -1.1620 -0.4488
H -5.4740 1.7185 -0.4837
H -3.8157 1.8819 -2.6903
H 3.1129 0.1235 -2.3799
H -4.2285 3.3375 -1.7660
H -5.7504 0.6816 -1.8966
H 2.9541 -0.5562 4.9707
H -2.2546 -4.2910 -0.1205
H 3.5782 2.0425 5.7024
H 4.2882 -0.7118 0.4241
H 4.6369 -0.0871 5.2782
H -3.2600 -1.3551 -2.3984
H 4.5547 -1.4375 -1.1989
H 2.2725 1.7210 4.5456
H 1.5109 -2.1353 0.8339
H 0.8110 0.7329 -3.1175
*
```

For reference, the Löwdin charges in units of e are:
1. Cl 0.6577
2. S 0.8245
3. O 0.1660
4. O 0.1172
5. O 0.0627
6. O 0.0676
7. O 0.1072
8. O 0.1593
9. O 0.0596
10. O 0.0247
11. O 0.0571
12. C -0.0105
13. C -0.5700
14. C -0.1157
15. C -0.7789
16. C -0.1248
17. C 0.0142
18. C -0.3374
19. C -0.1925
20. C -0.1218
21. C -0.0105
22. C -0.5678
23. C -0.0831
24. C -0.1164
25. C -0.1018
26. C -0.2947
27. C 0.0477
28. C -0.5204
29. C -0.0932
30. H 0.1317
31. H 0.0964
32. H 0.1292
33. H 0.1371
34. H 0.1288
35. H 0.1346
36. H -0.1061
37. H 0.1332
38. H 0.0959
39. H 0.1349
40. H 0.1240
41. H 0.1343
42. H 0.1344
43. H 0.1341
44. H 0.1318



A gas-phase ion, C3H7BrN (charge +1), computed with wB97M-V/def2-TZVPD.

Computed properties:
F_max ... 3.51 eV/A
Kohn-Sham gap ... 11.19 eV
Energy above the lowest of the compared OMol25 structures with the same formula, charge and spin ... 85.71 kJ/mol
SMILES string ... BrC[NH+]1CC1

ORCA input file:
```
! wB97M-V def2-TZVPD RIJCOSX def2/J DEFGRID3
* xyz 1 1
Br -2.8329 0.2454 -0.4070
N -0.1637 -0.4428 -0.2481
C 1.2560 -0.4690 0.1517
C -1.1225 0.2198 0.7068
C 0.7924 0.4185 -0.9442
H 0.5786 1.4701 -0.4413
H -0.5995 -1.3162 -0.4640
H -0.8850 1.2904 1.0119
H 1.7209 -1.4108 0.0196
H 1.0438 0.4113 -2.0286
H 1.5176 -0.0875 1.0691
H -1.3056 -0.3292 1.5741
*
```

For reference, the Löwdin charges in units of e are:
1. Br 0.6669
2. N -0.1452
3. C -0.0123
4. C -0.4198
5. C 0.0020
6. H 0.1741
7. H 0.1565
8. H 0.1183
9. H 0.1309
10. H 0.1581
11. H 0.1105
12. H 0.0600



Electronic energy, record by record: -32079.80388 -32820.86068 -60694.00253 -74748.01253 eV